Below is a molecular structure, C29H39BN2O9P2RuSSi in a non-equilibrium geometry, with properties calculated with wB97M-V/def2-TZVPD.

Summary:
- Kohn-Sham gap (alpha / beta) (Eh) = 0.294 / 0.205
- E_HOMO (alpha / beta) (eV) = -8.3 / -8.3
- spin multiplicity = 5
- <S²> = 6.035
- DFT total energy (a.u.) = -3405.57338
- largest force on an atom (eV Å⁻¹) = 4.71
- E_LUMO (alpha / beta) (eV) = -0.31 / -2.73

Atoms and positions in Å:
Ru (0.2177, -0.0318, 0.1917)
N (3.8544, 1.4771, -0.2504)
C (3.4365, 0.9499, 1.0811)
C (4.4940, 1.1101, 2.1404)
P (2.9250, -0.8121, 0.6922)
O (4.4270, -1.3924, 0.4040)
O (2.2365, -1.5361, 1.7713)
O (2.2683, -0.6707, -0.6564)
P (1.8253, 1.8286, 1.4399)
O (2.2900, 3.0302, 2.4049)
O (0.8311, 0.9774, 2.1682)
O (1.4644, 2.3669, 0.0830)
H (3.9442, 0.6788, -0.8981)
H (4.7001, 2.0460, -0.2205)
H (2.9856, 2.0398, -0.5302)
H (5.4167, 0.5914, 1.8753)
H (4.1146, 0.6810, 3.0663)
H (4.7004, 2.1660, 2.3191)
H (4.5940, -2.1267, 0.9891)
H (1.7295, 3.0466, 3.1798)
S (-0.8573, -1.9735, 1.1371)
C (-1.8959, -2.2639, -0.1197)
N (-2.6436, -2.5839, -0.9384)
C (-5.3403, 5.4385, 3.0985)
C (-6.0111, 4.6722, 1.9552)
C (-6.3966, 5.6788, 0.8625)
C (-7.2735, 4.0071, 2.5246)
C (-5.1074, 3.6128, 1.3383)
C (-5.6374, 2.7764, 0.3525)
C (-4.9185, 1.7560, -0.2445)
C (-3.6087, 1.6007, 0.1612)
O (-2.6667, 0.6962, -0.2230)
B (-1.5265, 1.0093, 0.4773)
O (-1.7351, 2.0934, 1.2955)
C (-3.0436, 2.4571, 1.1110)
C (-3.7776, 3.4564, 1.7220)
H (-6.0554, 6.1378, 3.5286)
H (-4.4839, 6.0064, 2.7443)
H (-5.0195, 4.7582, 3.8829)
H (-7.0255, 6.4606, 1.2828)
H (-6.9371, 5.1940, 0.0544)
H (-5.5020, 6.1369, 0.4460)
H (-7.8988, 4.7592, 3.0021)
H (-7.0010, 3.2604, 3.2673)
H (-7.8590, 3.5201, 1.7503)
H (-6.6607, 2.9123, 0.0421)
H (-5.3602, 1.1039, -0.9779)
H (-3.3174, 4.0671, 2.4791)
C (2.1845, 0.5852, -3.6599)
C (0.9221, 1.3859, -3.9415)
C (0.9285, 2.6860, -3.1531)
C (0.8080, 1.6726, -5.4291)
Si (-0.6193, 0.3032, -3.2885)
O (-0.3633, 0.1287, -1.7534)
C (-0.4833, -1.3848, -4.1411)
C (-0.1886, -2.4897, -3.3503)
C (-0.0234, -3.7405, -3.9176)
C (-0.1339, -3.9041, -5.2891)
C (-0.4304, -2.8132, -6.0886)
C (-0.6070, -1.5661, -5.5138)
C (-2.1854, 1.3110, -3.6652)
C (-2.5111, 2.3972, -2.8622)
C (-3.6344, 3.1604, -3.1269)
C (-4.4404, 2.8551, -4.2107)
C (-4.1325, 1.7691, -5.0116)
C (-3.0132, 1.0019, -4.7366)
H (3.0650, 1.2015, -3.8461)
H (2.2394, -0.2872, -4.3045)
H (2.1914, 0.2388, -2.6320)
H (1.8578, 3.2275, -3.3377)
H (0.8420, 2.4942, -2.0863)
H (0.1032, 3.3239, -3.4583)
H (1.6136, 2.3396, -5.7382)
H (-0.1397, 2.1475, -5.6693)
H (0.8962, 0.7570, -6.0054)
H (-0.0912, -2.3510, -2.2818)
H (0.1939, -4.5915, -3.2886)
H (0.0080, -4.8794, -5.7351)
H (-0.5240, -2.9328, -7.1599)
H (-0.8379, -0.7220, -6.1461)
H (-1.8857, 2.6288, -2.0140)
H (-3.8832, 3.9949, -2.4880)
H (-5.3096, 3.4587, -4.4294)
H (-4.7646, 1.5151, -5.8508)
H (-2.7904, 0.1429, -5.3497)